No. 1
A molecular structure, C44H116O44PbS14 in a non-equilibrium geometry, computed with ωB97M-V/def2-TZVPD.

Values from the calculation:
HOMO level: -6.98 eV
molar mass: 2005.506 g/mol
LUMO level: 0.038 eV
frontier orbital gap: 7.02 eV
total charge: 0

XYZ file:
```
219
C44H116O44PbS14 | OMol25 | ωB97M-V/def2-TZVPD
Pb -2.26105 1.09540 -0.37863
O -1.47881 -0.76876 -2.18539
C -0.11999 -0.92367 -1.76350
C 0.36437 -0.87327 -0.21738
O -0.11062 0.22283 0.61705
H 0.34050 -0.13662 -2.36065
H 0.38381 -1.79293 -2.18622
H 1.45292 -0.82768 -0.18434
H 0.16467 -1.81082 0.30150
O 1.43299 4.40246 6.25574
S 2.52024 3.47777 5.93630
O 2.34870 2.04283 5.84733
O 3.32049 3.91292 4.51566
C 4.53372 3.25251 4.06032
C 4.40839 3.16301 2.56425
C 3.99563 3.79187 7.03917
H 4.58287 2.26558 4.52039
H 5.39201 3.88550 4.28561
H 3.66324 2.42390 2.27004
H 5.37387 2.91808 2.12158
H 4.30413 4.14807 2.10939
H 4.25339 4.83835 6.87624
H 4.84179 3.12129 6.88939
H 3.66624 3.79726 8.07820
O -3.89646 5.60751 0.23543
S -3.15618 5.14580 -0.91505
O -2.85282 3.73611 -1.17122
O -3.72316 5.87322 -2.35094
C -3.21626 5.39664 -3.56848
C -3.57957 6.38823 -4.69081
C -1.57596 6.07145 -0.82313
H -3.73359 4.45719 -3.76312
H -2.13808 5.25483 -3.64276
H -4.64635 6.34441 -4.91024
H -3.08685 6.14080 -5.63108
H -3.40175 7.40117 -4.32964
H -1.08460 5.88850 0.13249
H -1.80934 7.13615 -0.82903
H -0.95767 5.82404 -1.68603
O -2.47039 3.41693 3.93749
S -1.67503 3.67747 2.76151
O -2.00794 3.23514 1.41256
O -1.47144 5.33100 2.60040
C -1.83469 6.21033 3.61624
C -2.62428 7.33415 2.94552
C 0.02207 3.16283 3.05729
H -0.93357 6.55490 4.12354
H -2.47614 5.77419 4.38202
H -2.15203 7.66392 2.02013
H -2.84630 8.12478 3.66225
H -3.54155 6.89067 2.55817
H -0.00148 2.15960 2.63176
H 0.23776 3.15629 4.12572
H 0.65090 3.91810 2.58587
O -3.00368 2.18868 -5.01665
S -3.89165 1.53570 -4.08740
O -3.57134 1.32329 -2.71088
O -5.31507 2.33592 -4.22984
C -6.18052 2.36307 -3.16006
C -7.55647 3.03675 -3.67827
C -4.46976 -0.06074 -4.75826
H -5.84282 3.02909 -2.36602
H -6.40967 1.38195 -2.74412
H -8.22947 3.11858 -2.82476
H -7.95118 2.36565 -4.44112
H -7.38934 4.03702 -4.07780
H -5.37978 -0.46866 -4.31829
H -3.67637 -0.76006 -4.49448
H -4.53409 0.14853 -5.82605
O 5.70661 3.53167 -0.37247
S 6.46690 2.57068 -1.22759
O 7.83203 2.27356 -0.87435
O 5.54190 1.19557 -1.19311
C 5.97484 0.16892 -0.25096
C 4.61421 -0.53467 0.22404
C 6.27568 2.93510 -3.04363
H 6.48876 0.58141 0.61728
H 6.54852 -0.56633 -0.81523
H 4.16014 0.23667 0.84609
H 4.76762 -1.48002 0.74449
H 4.02272 -0.88335 -0.62252
H 7.05418 3.67816 -3.21657
H 5.24185 3.26658 -3.14066
H 6.52156 2.01450 -3.57292
O 2.36554 -2.48280 5.08602
S 2.91855 -1.46061 4.16751
O 3.91407 -0.48169 4.60845
O 3.53972 -2.22561 2.84411
C 2.76239 -3.23847 2.18323
C 3.61455 -4.39238 2.08160
C 1.51241 -0.51130 3.47000
H 2.32707 -2.85060 1.26229
H 1.87943 -3.52847 2.75278
H 3.19436 -5.20305 1.48633
H 3.90695 -4.74080 3.07216
H 4.55961 -4.19906 1.57407
H 1.84278 0.19749 2.71067
H 1.03800 0.13754 4.20623
H 0.66624 -1.16820 3.26854
O -1.42563 -4.21552 5.26873
S -0.84696 -5.46693 4.75600
O -1.67857 -6.65547 4.73652
O -0.28946 -5.14639 3.19777
C 0.42893 -6.17447 2.50936
C 0.39577 -5.80882 1.00867
C 0.70162 -5.88961 5.58504
H 0.03412 -7.17921 2.66012
H 1.49731 -6.15292 2.72428
H 0.92446 -4.87603 0.81247
H -0.62933 -5.77107 0.64009
H 0.87079 -6.58854 0.41327
H 0.56161 -6.49117 6.48316
H 1.11056 -4.90708 5.82063
H 1.32907 -6.44376 4.88695
O 1.14973 4.65999 -0.36881
S 0.85945 3.42020 -1.13836
O -0.42070 2.71724 -0.98355
O 1.09794 3.85909 -2.71683
C 0.56775 3.01930 -3.74527
C 0.82261 3.76889 -5.03430
C 2.36453 2.31114 -0.95679
H -0.49352 2.96412 -3.50289
H 1.00275 2.02196 -3.80989
H 1.88943 3.68530 -5.24171
H 0.43325 4.78372 -4.95293
H 0.20841 3.26632 -5.78148
H 2.15537 1.63405 -0.12860
H 3.18909 2.96044 -0.66249
H 2.51958 1.85816 -1.93601
O 0.85529 1.19597 -7.01224
S 0.93145 -0.16992 -6.47705
O 1.15600 -1.31183 -7.38433
O 2.08671 -0.18933 -5.33699
C 2.50999 -1.40315 -4.74298
C 3.67279 -1.05750 -3.71788
C -0.60020 -0.44169 -5.51251
H 3.01439 -1.97105 -5.52476
H 1.69802 -1.96671 -4.28342
H 3.27704 -0.43878 -2.91247
H 4.49637 -0.58388 -4.25219
H 3.99369 -1.96379 -3.20431
H -1.45055 -0.25614 -6.16869
H -0.55924 0.27180 -4.68949
H -0.64712 -1.45360 -5.11009
O 0.07365 -6.78822 -4.77039
S 0.03300 -5.66463 -3.81785
O -0.23489 -6.01904 -2.38957
O 1.43134 -4.72843 -3.90545
C 2.64820 -5.28877 -3.39839
C 2.68802 -5.01175 -1.87123
C -1.19974 -4.37085 -4.30969
H 3.56192 -4.91397 -3.85964
H 2.61553 -6.33301 -3.70916
H 2.05577 -5.60575 -1.21128
H 2.59944 -3.94325 -1.67485
H 3.70225 -5.25639 -1.55563
H -2.15967 -4.88706 -4.29728
H -0.91806 -3.96383 -5.28082
H -1.18923 -3.65760 -3.48551
O -5.67278 -1.31757 -1.73746
S -4.76978 -1.82999 -0.70977
O -3.82773 -0.87936 -0.14147
O -5.65238 -2.40357 0.53370
C -6.88121 -2.95712 0.18135
C -7.24883 -4.00283 1.24923
C -3.81586 -3.25231 -1.37457
H -6.81394 -3.54012 -0.73718
H -7.71873 -2.26231 0.11890
H -8.16464 -4.56202 1.05766
H -7.26319 -3.48091 2.20604
H -6.44884 -4.73934 1.32458
H -3.23292 -2.92768 -2.23648
H -4.47395 -4.03753 -1.74665
H -3.03988 -3.69556 -0.75049
O 7.15947 -5.16930 0.76553
S 7.24325 -5.85148 -0.52514
O 6.96533 -7.31931 -0.54073
O 6.23742 -5.06338 -1.54358
C 6.25996 -3.64913 -1.45931
C 6.74149 -3.06077 -2.82509
C 8.92199 -5.49091 -1.30709
H 6.91217 -3.24647 -0.68432
H 5.30599 -3.17383 -1.23095
H 7.70909 -3.47272 -3.11172
H 6.82919 -1.97436 -2.83548
H 6.06576 -3.26723 -3.65506
H 9.20069 -4.43995 -1.23017
H 8.75050 -5.68959 -2.36502
H 9.66352 -6.14935 -0.85467
O -7.24075 2.16647 -0.41413
S -6.17455 2.00120 0.59769
O -4.73736 1.72713 0.34087
O -6.25010 3.35738 1.52819
C -5.32948 3.45382 2.60261
C -5.74164 4.67364 3.49599
C -6.71788 0.74560 1.87486
H -4.44808 3.72878 2.02328
H -5.12214 2.58244 3.22374
H -5.69897 5.55687 2.85867
H -5.00207 4.87097 4.27201
H -6.74644 4.61666 3.91459
H -5.80344 0.48781 2.40913
H -7.19618 -0.07304 1.33712
H -7.40726 1.19664 2.58860
O -4.20849 -0.89143 3.67878
S -2.91270 -0.61419 3.03962
O -2.87334 0.49010 2.08112
O -1.68813 -0.37170 4.17565
C -1.72580 -1.17570 5.33629
C -1.38906 -0.33426 6.59299
C -2.30933 -2.20758 2.24258
H -1.00634 -1.98884 5.23993
H -2.71709 -1.55168 5.58940
H -0.39719 0.11409 6.53573
H -1.31226 -0.98872 7.46126
H -2.02016 0.50690 6.87978
H -3.12385 -2.57041 1.61567
H -1.98994 -2.91727 3.00576
H -1.37096 -1.99477 1.73046
```

Atom charges from the Mulliken analysis, given in e for atoms 1 to 4:
1 Pb 5.295
2 O -0.651
3 C 0.049
4 C 0.990

No. 2
A molecular structure, C16H19BN2O2S4SbYb in a non-equilibrium geometry, computed with ωB97M-V/def2-TZVPD.

Values from the calculation:
multiplicity: 2
HOMO level (spin up / spin down): -7.51 / -7.54 eV
molar mass: 705.220 g/mol
LUMO level (spin up / spin down): -0.097 / -0.134 eV
relative energy (zero: lowest compared OMol25 entry of this formula, charge and spin): 0.0 kcal per mole
frontier orbital gap (spin up / spin down): 7.41 / 7.41 eV
<S²>: 0.751
total charge: 0

XYZ file:
```
46
C16H19BN2O2S4SbYb | OMol25 | ωB97M-V/def2-TZVPD
Yb 2.55190 -0.19093 -0.74602
S 4.26453 0.39929 1.17100
S 5.08144 -1.11457 -0.02356
S 5.06608 -0.55273 -2.06879
S 3.15434 -0.73016 -3.06850
O 0.29233 -2.69403 0.88752
B 1.19487 -1.64708 0.99432
O 1.24547 -1.32059 2.33912
C 0.43008 -2.12282 3.04541
C 0.15651 -2.11297 4.41341
C -0.88406 -2.96879 4.78446
C -1.46687 -3.88983 3.90897
C -1.10245 -3.94246 2.56123
C -0.21149 -3.00194 2.16964
H 0.62939 -1.40763 5.12047
H -1.31339 -2.93054 5.79557
H -2.24355 -4.60079 4.18856
H -1.38175 -4.74477 1.92714
N 0.70413 3.64033 -2.30527
C 1.56284 2.60482 -2.34324
N 1.63138 1.93855 -1.23654
C 0.75028 2.60287 -0.35680
C 0.53191 2.43307 1.01164
C -0.35365 3.28257 1.62973
C -0.95988 4.36341 0.92146
C -0.76150 4.55005 -0.44111
C 0.12880 3.65289 -1.04812
H 0.53052 4.34356 -3.01674
H 2.17757 2.38311 -3.22353
H 1.04334 1.65372 1.51651
H -0.61590 3.12605 2.65364
H -1.66636 5.00257 1.40849
H -1.33006 5.32238 -0.93641
C -1.15372 -2.67310 -2.05941
Sb -0.46180 -0.66626 -1.84233
C -2.29803 0.29551 -1.15647
C -0.80121 -0.18952 -3.97344
H -2.17181 -2.66753 -2.48079
H -1.13389 -3.25316 -1.11110
H -0.40159 -3.10405 -2.72246
H -3.09535 -0.36439 -1.47718
H -2.36364 1.22537 -1.65024
H -2.42483 0.44711 -0.08478
H -1.78686 -0.54226 -4.29767
H -0.03447 -0.73019 -4.56333
H -0.70957 0.89586 -4.21443
```

Atom charges from the Mulliken analysis, given in e for atoms 1 to 4:
1 Yb -0.094
2 S -0.318
3 S -0.083
4 S -0.111

No. 3
2 unconnected molecules or ions with the total composition C4H12NO2 in a non-equilibrium geometry, computed with ωB97M-V/def2-TZVPD.

Values from the calculation:
HOMO level: -3.42 eV
molar mass: 106.145 g/mol
LUMO level: 4.230 eV
relative energy (zero: lowest compared OMol25 entry of this formula, charge and spin): 21.9 kcal per mole
frontier orbital gap: 7.65 eV
total charge: -1

XYZ file:
```
19
C4H12NO2 | OMol25 | ωB97M-V/def2-TZVPD
C 0.44616 0.88356 -1.13273
N -0.16788 -0.39140 -1.53525
C -1.59093 -0.39411 -0.98586
O -1.62153 -0.16850 0.35996
C 1.81183 0.82575 -0.45636
C 1.69662 1.02218 1.05798
H -0.23555 1.60657 -0.68249
H 0.56593 1.46615 -2.08169
H 0.24846 -1.18271 -1.05846
H -2.16909 -1.25168 -1.43541
H -2.12891 0.46588 -1.43827
H 2.35835 -0.09896 -0.70545
H 2.47722 1.57240 -0.92388
H 0.68136 0.95648 1.42121
H 2.15401 1.91281 1.50448
H 2.34494 0.25753 1.48544
H -1.52157 -1.57623 2.57668
H -0.99424 -1.18935 1.25141
O -0.65721 -1.66104 2.13597
```

Atom charges from the Mulliken analysis, given in e for atoms 1 to 4:
1 C -0.536
2 N -0.535
3 C -0.579
4 O -0.840

No. 4
C3H5N3O in the gas phase in a non-equilibrium geometry, computed with ωB97M-V/def2-TZVPD.

Values from the calculation:
HOMO level: -9.86 eV
molar mass: 99.093 g/mol
SMILES: COn1cnnc1
LUMO level: 0.662 eV
relative energy (zero: lowest compared OMol25 entry of this formula, charge and spin): 91.6 kcal per mole
frontier orbital gap: 10.52 eV
total charge: 0

XYZ file:
```
12
C3H5N3O | OMol25 | ωB97M-V/def2-TZVPD
C 1.88767 0.04828 0.29543
O 0.92742 -0.14297 -0.74650
N -0.34123 0.00023 -0.31470
C -1.15160 -1.08194 -0.11022
N -2.44010 -0.70878 0.04491
N -2.42142 0.68119 -0.04731
C -1.15476 1.06720 -0.18768
H 2.88015 -0.10466 -0.24622
H 1.70881 -0.75204 1.02499
H 1.73139 1.00631 0.87166
H -0.86660 -2.07108 -0.29143
H -0.75973 2.05826 -0.29295
```

Atom charges from the Mulliken analysis, given in e for atoms 1 to 4:
1 C -0.481
2 O -0.295
3 N 0.265
4 C -0.213

No. 5
6 unconnected molecules or ions with the total composition C21H34Br2O15 in a non-equilibrium geometry, computed with ωB97M-V/def2-TZVPD.

Values from the calculation:
HOMO level: -10.11 eV
molar mass: 686.296 g/mol
SMILES: C[C@H]1COC(=O)O1.C[C@H]1COC(=O)O1.C[C@H]1COC(=O)O1.C[C@H]1COC(=O)O1.COC(=O)OC.BrCCBr
LUMO level: 0.510 eV
frontier orbital gap: 10.62 eV
total charge: 0

XYZ file:
```
72
C21H34Br2O15 | OMol25 | ωB97M-V/def2-TZVPD
C 1.23885 -7.31447 28.73871
C 0.11775 -7.47853 29.76299
C -0.07390 -8.89139 30.26425
O -0.57746 -8.65725 31.59617
C -0.18385 -7.43376 31.99045
O -0.42207 -6.97281 33.00336
O 0.48850 -6.81541 31.02624
H 1.25391 -6.29740 28.34393
H 1.13282 -8.07295 27.96281
H 2.22252 -7.40833 29.20895
H -0.79185 -6.99876 29.38580
H 0.83422 -9.49227 30.29959
H -0.81458 -9.42226 29.66556
C 2.22839 -13.01199 29.05332
C 1.81239 -12.21754 27.83792
C 1.11164 -12.99819 26.72538
O 0.23733 -12.01066 26.16481
C 0.01951 -11.07109 27.08340
O -0.77028 -10.25348 26.98612
O 0.83180 -11.21910 28.13327
H 2.95317 -12.46317 29.64833
H 2.57658 -13.97447 28.69098
H 1.36556 -13.14113 29.70976
H 2.72901 -11.78566 27.40688
H 0.50652 -13.81285 27.13699
H 1.80852 -13.39971 26.00000
C -1.45385 -18.59149 31.10003
C -1.25562 -18.00783 29.74842
C -2.10960 -16.77819 29.47042
O -1.22184 -16.00837 28.61135
C 0.03360 -16.40437 28.82121
O 0.96706 -15.90434 28.35338
O 0.08183 -17.48882 29.60530
H -1.32241 -17.84003 31.87606
H -0.70459 -19.37120 31.25003
H -2.43892 -19.04438 31.20078
H -1.40487 -18.73134 28.93922
H -2.24695 -16.16413 30.35226
H -3.01468 -16.96171 28.91326
C -5.02657 -11.98055 37.65210
C -4.31767 -12.10332 36.35079
C -3.25605 -13.23479 36.36167
O -3.51572 -13.91661 35.11672
C -4.68673 -13.47611 34.56756
O -5.12603 -13.83732 33.55838
O -5.27065 -12.54623 35.33793
H -4.31308 -11.75028 38.44393
H -5.57759 -12.88994 37.89086
H -5.76742 -11.18308 37.57983
H -3.92777 -11.13424 36.04183
H -3.37841 -13.91294 37.20182
H -2.26889 -12.78131 36.33616
C -1.89420 -12.31562 31.21245
O -0.71097 -11.86355 31.82179
C -0.89810 -11.35510 33.00615
O -1.87869 -11.46816 33.66533
O 0.14409 -10.76605 33.35640
C 0.17466 -10.20687 34.67817
H -2.66097 -12.67050 31.90990
H -1.72139 -13.17379 30.56666
H -2.40007 -11.52010 30.66607
H -0.17750 -10.93019 35.41437
H -0.48144 -9.33141 34.71194
H 1.18875 -9.89004 34.86957
Br -5.46037 -8.48618 35.48332
C -5.32163 -8.46220 33.51777
C -4.54965 -9.68935 33.04112
Br -4.60855 -9.72703 31.09736
H -4.70959 -7.58150 33.35748
H -6.29470 -8.36773 33.06553
H -4.94255 -10.62112 33.44980
H -3.51065 -9.71929 33.36203
```

Atom charges from the Mulliken analysis, given in e for atoms 1 to 4:
1 C -1.466
2 C 0.609
3 C -0.244
4 O -0.103

No. 6
A molecular structure, C5H8N2 in a non-equilibrium geometry, computed with ωB97M-V/def2-TZVPD.

Values from the calculation:
HOMO level: -7.69 eV
molar mass: 96.133 g/mol
LUMO level: 1.106 eV
relative energy (zero: lowest compared OMol25 entry of this formula, charge and spin): 99.3 kcal per mole
frontier orbital gap: 8.79 eV
total charge: 0

XYZ file:
```
15
C5H8N2 | OMol25 | ωB97M-V/def2-TZVPD
C -2.73731 0.13225 -0.03131
C -1.16990 0.12728 -0.03886
C -0.53548 1.26825 -0.30131
N 0.80333 0.91489 -0.26404
C 0.53759 -0.39436 0.14006
N 2.75769 -0.91223 0.17372
C 1.42462 -1.36082 0.41782
H -3.25818 -0.46019 -0.79946
H -3.20002 -0.13991 0.92390
H -3.09185 1.17280 -0.22161
H -0.85330 2.27809 -0.48616
H 1.60948 1.51005 -0.23985
H 3.39562 -0.60378 0.88967
H 3.13567 -1.10899 -0.73729
H 1.18204 -2.42335 0.57472
```

Atom charges from the Mulliken analysis, given in e for atoms 1 to 4:
1 C -1.089
2 C 0.263
3 C -0.422
4 N -0.133